[1]
ORCA calculation (the ωB97M-V functional and the def2-TZVPD basis) on a 14-piece molecular cluster, C40H62F30N5O33S10 overall at a distorted geometry.

```
! RIJCOSX wB97M-V def2-TZVPD def2/J DEFGRID3
* xyz -5 1
S -2.10 -2.45 -28.26
S -5.47 3.37 -14.13
S -3.90 3.54 -31.81
S -6.67 1.45 -25.10
S -0.24 -1.79 -20.23
S -6.78 -0.97 -17.81
S -6.13 7.84 -26.32
S 1.26 3.82 -15.86
S -4.45 6.14 -20.22
S 3.01 -0.34 -27.90
F -1.61 -2.96 -30.78
F -4.92 -0.44 -19.81
F 1.87 1.44 -14.64
F -5.00 7.66 -18.18
F -5.05 2.83 -29.27
F 5.37 0.78 -26.92
F -3.80 6.96 -27.14
F 2.08 -3.20 -19.74
F 0.91 1.14 -16.65
F 0.22 -4.28 -19.37
F -5.19 5.31 -26.54
F -4.29 1.73 -15.84
F -4.01 6.58 -25.08
F -4.16 -0.13 -17.83
F -0.11 1.65 -14.78
F -3.92 4.79 -29.23
F -4.73 0.38 -26.63
F -3.33 3.65 -15.76
F -5.87 4.58 -30.36
F -4.45 0.04 -24.51
F -3.81 5.85 -17.69
F -5.90 5.68 -18.07
F -5.65 1.22 -18.61
F -5.96 -1.08 -25.77
F 3.84 0.41 -25.50
F 5.03 -1.32 -26.18
F 1.00 -2.84 -17.93
F -1.25 -0.93 -30.32
F 0.23 -2.44 -29.62
F -5.16 3.43 -16.79
O 1.85 -0.90 -27.21
O 2.76 0.98 -28.44
O -4.69 4.71 -20.55
O -1.80 -3.84 -27.87
O -5.60 9.20 -26.23
O -1.54 -1.46 -27.33
O -2.75 2.67 -31.46
O -6.88 -0.54 -16.41
O 1.08 1.98 -20.27
O -3.08 6.54 -20.39
O 0.77 2.22 -29.63
O -7.56 1.41 -26.26
O -0.03 -2.14 -21.67
O -6.33 -2.32 -17.95
O -3.47 -2.29 -28.66
O 0.00 4.12 -16.50
O 2.48 3.96 -16.68
O -6.17 4.61 -14.35
O -5.33 7.07 -20.99
O -4.60 -2.82 -21.90
O 0.28 -0.46 -19.93
O 1.36 4.49 -14.58
O -7.89 -0.58 -18.70
O -6.44 2.28 -14.02
O -7.04 7.55 -25.17
O -4.59 3.31 -12.98
O -3.58 4.90 -32.26
O -5.90 2.67 -24.97
O -1.62 -1.91 -19.76
O -4.96 2.95 -32.62
O -6.77 7.58 -27.59
O -7.29 1.00 -23.85
O 3.60 -1.21 -28.93
N -1.98 2.75 -19.93
N 0.41 5.96 -29.99
N 2.63 4.58 -20.56
N -1.88 1.84 -27.01
N -7.78 -3.37 -21.86
C -2.90 2.88 -25.05
C -6.83 -4.63 -21.78
C -7.62 -5.99 -21.82
C -4.83 6.37 -18.41
C -1.69 3.63 -22.13
C -1.00 1.18 -26.18
C -3.39 -2.78 -22.57
C -4.72 3.99 -30.00
C -2.86 2.66 -26.48
C 1.81 6.30 -29.42
C -1.93 2.37 -22.70
C 0.76 3.54 -29.22
C -5.61 -1.89 -22.36
C 2.08 1.95 -21.15
C -1.99 2.15 -24.21
C -2.14 3.02 -18.44
C -8.44 -3.30 -23.28
C -4.65 6.52 -26.25
C 4.43 -0.14 -26.57
C 3.78 4.11 -19.70
C 0.87 -3.11 -19.24
C -1.96 1.61 -28.46
C 1.50 4.97 -19.60
C -2.28 1.30 -21.79
C -0.78 6.42 -29.08
C 2.87 5.88 -21.32
C -1.10 1.27 -24.81
C -5.33 0.06 -25.49
C -5.28 -0.01 -18.56
C -6.92 -2.09 -21.46
C 1.00 1.87 -15.53
C -2.32 1.50 -20.46
C -4.48 3.03 -15.76
C -1.08 -2.16 -29.83
C -9.26 -1.98 -23.42
C -1.78 3.85 -20.75
C 0.33 4.50 -30.38
C -8.85 -3.63 -20.75
C 2.39 3.42 -21.66
C 0.36 6.79 -31.35
H -6.57 -2.27 -20.44
H -1.77 2.23 -17.80
H -9.03 -4.14 -23.65
H 3.57 5.63 -22.12
H -6.06 -4.51 -22.54
H 0.42 7.87 -31.18
H 2.98 1.50 -20.72
H -9.34 -2.66 -20.64
H -3.50 3.15 -27.19
H -9.68 -1.67 -22.46
H -8.28 -6.23 -20.99
H -6.33 -4.66 -20.82
H 3.33 3.55 -22.20
H 1.07 4.47 -31.19
H -6.87 -6.78 -21.94
H -0.67 4.21 -30.69
H -2.89 1.12 -28.74
H -2.68 -3.43 -22.07
H 0.13 3.71 -28.34
H -2.65 0.36 -22.16
H 1.57 3.85 -22.25
H -10.17 -2.15 -23.98
H -2.60 0.76 -19.72
H -2.99 -1.77 -22.64
H -3.44 -3.22 -23.57
H -1.77 3.98 -18.08
H -8.23 -6.02 -22.72
H 1.83 7.38 -29.29
H -0.33 0.72 -24.29
H 0.94 1.05 -20.06
H -8.45 -3.92 -19.78
H -1.80 2.52 -29.03
H -3.23 2.99 -18.40
H 1.31 6.58 -31.83
H 1.93 6.28 -21.69
H -0.63 6.58 -31.77
H 1.47 1.88 -29.07
H -7.60 -3.32 -23.98
H 2.03 5.85 -28.45
H 1.79 3.76 -28.94
H -9.58 -4.31 -21.19
H -8.71 -1.12 -23.80
H -5.91 -2.19 -23.36
H 4.49 3.52 -20.28
H -0.25 0.61 -26.71
H 1.86 1.38 -22.06
H -1.17 0.90 -28.74
H 1.12 4.10 -19.06
H -1.65 6.10 -29.65
H 4.21 4.89 -19.07
H 2.48 5.98 -30.22
H 0.67 5.54 -20.03
H 1.98 5.62 -18.86
H -5.28 -0.85 -22.36
H 3.37 3.38 -19.00
H -0.67 7.49 -28.95
H -0.74 5.92 -28.11
H -7.59 -1.24 -21.39
H -1.51 4.49 -22.76
H -3.74 3.41 -24.63
H -1.55 4.81 -20.31
H 3.25 6.63 -20.63
*
```

Computed properties:
DFT total energy   -11295.68791 Eh
HOMO level   0.72 eV
Orbital gap   0.1667 Eh
Molar mass   2031.5 g/mol

[2]
ORCA calculation (the ωB97M-V functional and the def2-TZVPD basis) on a 3-piece molecular cluster, C40H62FN5O9 overall at a distorted geometry.

```
! RIJCOSX wB97M-V def2-TZVPD def2/J DEFGRID3
* xyz 0 1
F 0.93 3.08 -0.98
O -3.34 -4.74 4.93
O -5.47 5.15 -4.65
O 0.18 -5.14 2.13
O -2.62 7.87 -1.83
O 2.08 -1.85 -1.72
O 1.60 6.11 -1.43
O 9.58 -5.13 0.36
O -0.16 -1.90 -2.27
O 5.39 -3.54 0.83
N -5.87 7.08 -3.46
N -2.87 -4.34 2.00
N 7.25 -4.65 -1.46
N -0.23 7.40 -3.58
N -0.44 7.07 -2.23
C -4.51 5.28 -1.15
C 6.50 -3.95 1.60
C 0.88 9.70 -3.57
C 0.69 0.22 -1.57
C 2.18 7.50 -4.27
C -5.58 5.66 -3.54
C -1.94 5.47 -1.39
C -0.37 3.53 -0.99
C 9.67 -4.73 -1.01
C -0.13 -5.15 3.51
C -0.58 4.93 -1.32
C 9.31 -6.51 0.53
C -1.96 -4.76 0.93
C -3.09 4.63 -1.09
C -5.43 4.72 -2.31
C -0.82 -5.71 1.29
C -3.20 -3.37 5.25
C 0.03 0.50 -0.12
C -6.82 1.39 0.61
C -3.66 2.38 3.60
C 6.03 -3.84 -1.55
C -1.39 1.12 -0.36
C -5.66 1.77 1.60
C -4.05 2.30 -0.42
C 2.03 -3.07 -0.92
C -1.46 2.63 -0.69
C -4.99 1.99 4.08
C 2.58 -2.69 0.53
C 0.42 6.08 -1.65
C 8.48 -3.86 -1.40
C -3.34 2.49 2.16
C 5.72 -2.88 -0.40
C 0.81 -1.30 -1.88
C -3.61 -5.44 2.62
C -2.83 3.23 -0.75
C -4.33 2.19 1.13
C -1.83 6.97 -1.82
C -4.30 -4.99 3.90
C 0.83 8.14 -3.77
C -5.98 1.68 3.03
H 7.19 -5.22 -0.63
H 10.58 -4.13 -1.10
H -0.30 -5.97 0.36
H 0.92 10.01 -2.49
H 1.00 -3.48 -0.77
H 3.12 -1.71 0.54
H -2.33 -3.87 2.71
H -2.95 -6.27 2.87
H -4.36 -5.81 1.91
H -5.01 5.11 -0.16
H 2.61 8.11 -5.13
H -2.68 -2.82 4.46
H -1.98 0.95 0.58
H -6.47 4.61 -1.87
H 8.28 -6.74 0.26
H 3.25 -3.54 0.82
H 8.41 -3.06 -0.67
H 6.06 -3.27 -2.49
H -4.93 -5.81 4.26
H -3.91 1.26 -0.82
H 0.69 1.15 0.51
H 0.81 -5.17 4.07
H 6.79 -4.97 1.34
H -5.01 2.67 -0.87
H -4.18 -2.90 5.44
H 4.83 -2.32 -0.68
H -7.31 2.31 0.18
H -2.60 -3.29 6.16
H 2.70 -3.81 -1.44
H 9.79 -5.59 -1.68
H 5.20 -4.54 -1.64
H -2.55 -5.20 0.12
H -6.99 1.37 3.39
H -5.14 3.69 -2.64
H -2.85 2.64 4.32
H 8.67 -3.42 -2.39
H 2.05 6.43 -4.57
H -5.45 7.53 -4.29
H -1.92 0.50 -1.14
H -0.72 -6.02 3.80
H -1.52 -3.84 0.53
H -6.88 7.17 -3.61
H 2.95 7.56 -3.45
H 1.83 10.09 -4.03
H -2.31 2.78 1.87
H -1.17 -6.66 1.70
H -7.66 0.85 1.16
H 6.20 -3.96 2.65
H 1.68 0.73 -1.64
H 0.03 0.71 -2.33
H 0.05 10.21 -4.14
H 1.69 -2.63 1.20
H -0.65 -4.23 3.79
H -0.02 -0.50 0.41
H -6.49 0.68 -0.20
H 9.99 -7.13 -0.06
H 6.50 -2.14 -0.24
H -4.39 6.38 -1.31
H 7.35 -3.27 1.50
H 9.45 -6.75 1.58
H -4.95 -4.13 3.73
H -5.24 1.92 5.17
*
```

Computed properties:
DFT total energy   -2611.84543 Eh
HOMO level   -7.79 eV
Orbital gap   0.2660 Eh
SMILES string   CCOC(=O)CCCc1c(F)c2c(c(CCC(N)=O)c1Cc1ccccc1C)C(=O)N(N=C(C)C)C2=O.COCCNCCOC.COCCNCCOC
Molar mass   776.0 g/mol

[3]
ORCA calculation (the ωB97M-V functional and the def2-TZVPD basis) on C40H62N4O2SZn as an isolated structure at a distorted geometry.

```
! RIJCOSX wB97M-V def2-TZVPD def2/J DEFGRID3
* xyz 0 1
Zn 0.24 0.08 -0.52
S -0.72 2.79 -0.30
O 1.86 0.95 -0.27
O 0.37 -1.53 -1.35
N -0.80 4.48 -2.34
N -0.15 -0.42 1.42
N -2.49 -0.40 -0.23
N -1.46 5.27 -0.23
C 2.31 4.02 1.64
C 4.55 -4.07 2.73
C 1.23 -3.11 -3.60
C 4.66 3.87 -0.20
C -1.40 0.07 2.00
C -0.80 5.81 -4.38
C 1.93 -3.32 1.41
C 2.43 3.14 0.57
C 3.90 -4.88 1.60
C 3.13 -3.77 -0.58
C 3.07 -6.02 2.20
C 5.01 -5.50 0.75
C -0.12 -1.89 1.39
C -2.51 0.41 0.97
C 2.29 -2.96 -1.33
C -1.66 6.45 -0.74
C 1.38 1.49 1.98
C -1.41 6.72 -2.11
C 1.01 0.05 2.21
C 2.85 -1.27 -3.05
C 1.07 -2.49 0.70
C 1.54 4.79 3.91
C 3.20 3.67 -0.64
C 2.63 5.02 -1.10
C 3.21 2.73 -1.84
C 1.27 2.40 3.01
C -1.00 5.69 -2.91
C 1.23 -2.29 -0.68
C 1.10 4.21 5.26
C -2.17 7.50 0.18
C 0.49 5.79 3.42
C 2.51 -2.74 -2.82
C 2.98 -3.97 0.78
C 2.87 5.53 4.14
C -3.24 -1.63 -0.04
C -3.05 0.31 -1.37
C 1.89 1.84 0.71
C 3.65 -3.58 -3.40
C -1.00 4.27 -0.98
C 1.71 3.71 2.86
H 1.80 3.45 5.61
H 0.34 6.57 4.17
H -1.41 7.71 0.94
H 5.64 -6.12 1.38
H 0.80 -0.12 3.28
H 1.08 5.01 6.01
H 3.16 6.09 3.25
H 3.59 1.75 -1.57
H -4.33 -1.44 -0.05
H 1.03 -4.17 -3.52
H 3.94 -4.27 -1.09
H 0.39 -2.56 -3.20
H -3.48 0.35 1.48
H 5.24 -4.71 3.28
H -1.00 -2.22 0.84
H -2.36 1.45 0.67
H 2.61 -6.60 1.41
H -3.00 -0.34 -2.24
H 4.60 -3.33 -2.94
H 1.56 4.94 -1.28
H 0.11 3.78 5.20
H -1.19 1.00 2.53
H 3.83 3.15 -2.63
H 2.76 6.25 4.95
H 3.81 -3.69 3.43
H -2.47 1.21 -1.57
H 4.73 4.58 0.62
H 0.21 5.52 -4.66
H 2.70 5.01 1.52
H 2.20 2.60 -2.23
H 5.64 -4.73 0.31
H -3.00 -2.08 0.92
H -1.57 7.70 -2.52
H 3.71 -6.68 2.79
H 5.26 4.24 -1.03
H 0.85 2.06 3.95
H 0.80 6.24 2.49
H -3.04 7.11 0.71
H 4.60 -6.12 -0.04
H -3.01 -2.34 -0.83
H 2.96 -1.07 -4.12
H -2.42 8.41 -0.35
H 2.78 5.80 -0.36
H -0.18 -2.27 2.43
H -1.77 -0.67 2.73
H 3.73 -3.39 -4.47
H -0.46 5.28 3.25
H 5.09 2.92 0.13
H 3.66 4.84 4.39
H 2.29 -5.63 2.85
H 1.35 -2.86 -4.65
H 5.10 -3.23 2.33
H 3.11 5.33 -2.02
H -0.96 6.84 -4.69
H 3.79 -1.02 -2.55
H 1.87 -0.56 1.92
H 3.46 -4.65 -3.27
H -1.50 5.17 -4.91
H 1.76 -3.46 2.46
H -0.48 3.69 -2.89
H -4.10 0.60 -1.21
H 2.08 -0.62 -2.66
*
```

Computed properties:
DFT total energy   -4108.47035 Eh
HOMO level   -6.89 eV
Orbital gap   0.2429 Eh
Molar mass   728.4 g/mol

Which formula does entry 2 have?
C40H62FN5O9

Which value of HOMO level does entry 2 give?
-7.79 eV

The highest orbital gap belongs to which entry?
C40H62FN5O9